<i>
9
Properties=species:S:1:pos:R:3 method="wB97M-V/def2-TZVPD" multiplicity=1 lumo_energy_ev=0.61 homo_energy_ev=-9.4991 total_charge=0 homo_lumo_gap_ev=10.11
H 0.899 -1.039 -2.081
C -0.846 0.371 0.911
H -0.120 0.881 1.575
N 0.943 -0.021 -0.333
N 1.472 -0.541 -1.402
H -2.415 0.702 1.971
H 2.464 -0.435 -1.527
N -2.085 0.269 1.113
N -0.314 -0.187 -0.226


<ii>
9
Properties=species:S:1:pos:R:3 method="wB97M-V/def2-TZVPD" multiplicity=1 lumo_energy_ev=0.98 homo_energy_ev=-9.4368 total_charge=0 homo_lumo_gap_ev=10.41
N 1.002 -1.125 0.039
N -0.292 -0.664 -0.145
H -0.156 1.660 -0.955
H -0.482 1.371 0.861
H 1.139 -1.779 -0.722
H -0.678 -0.676 0.786
N 1.465 0.955 0.005
C 0.026 0.963 -0.117
N 1.964 -0.158 0.015


Q: Which of them is the most stable? A: <i>.